The following is a quantum chemistry calculation of a cluster of 2 separate species, C16H17N in total at a distorted geometry, from the OMol25 dataset.

Structure (XYZ):
```
34
Properties=species:S:1:pos:R:3
C 0.350 1.959 2.292
C 1.550 0.783 0.331
C 0.598 1.675 0.852
C 1.561 0.969 -1.079
C -0.059 2.285 -0.237
C 2.388 -0.196 0.923
C 2.119 0.053 -1.971
C 3.013 -1.069 0.060
C 2.832 -0.958 -1.329
N 0.580 1.930 -1.351
H 2.381 -0.325 1.996
H -0.631 2.408 2.412
H 1.136 2.689 2.534
H -0.958 2.879 -0.243
H 0.374 2.308 -2.256
H 2.032 0.152 -3.041
H 3.691 -1.841 0.389
H 3.400 -1.645 -1.944
H 0.538 1.145 2.987
C -0.702 -2.553 1.520
C -2.222 -0.838 -1.473
C -1.306 -1.559 -0.709
C -3.201 -0.018 -0.959
C -1.484 -1.609 0.679
C -3.253 0.031 0.454
C -2.414 -0.719 1.234
H -2.219 -0.957 -2.554
H -0.555 -2.178 -1.180
H -3.941 0.555 -1.491
H -3.966 0.702 0.918
H -0.613 -2.217 2.567
H 0.296 -2.823 1.183
H -2.400 -0.701 2.320
H -1.237 -3.481 1.742
```

Values from the calculation:
Charge   +1
F_max   2.4 eV/A
Orbital gap (alpha / beta)   8.34 / 5.14 eV
2S+1   2
Molecular weight   223.3 g/mol
HOMO (alpha / beta)   -0.4340 / -0.4339 hartree

These are the Mulliken partial charges, in e, on atoms 1 to 8: C -1.49; C 1.37; C 0.56; C -0.15; C -0.59; C -0.36; C -0.92; C -0.74

=====

The following is a quantum chemistry calculation of a structure of composition C16H17N3O2S at a distorted geometry, from the OMol25 dataset.

Structure (XYZ):
```
39
Properties=species:S:1:pos:R:3
O -0.730 -0.797 1.853
C -1.646 -1.146 1.206
N -2.669 -0.185 0.963
C -2.669 1.086 1.329
C -2.123 1.791 0.113
C -2.304 1.816 -1.042
C -1.540 2.835 -1.432
C -0.954 3.612 -0.631
O -1.402 3.020 0.526
H -0.249 4.395 -0.416
H -1.353 3.413 -2.609
H -2.907 1.288 -1.772
H -2.035 0.999 2.107
H -3.697 1.569 1.681
H -3.591 -0.558 0.249
C -2.149 -2.608 0.923
H -2.898 -2.793 0.173
H -2.366 -3.165 1.797
C -0.737 -3.107 0.100
C -0.762 -2.873 -1.206
H 0.174 -3.271 -1.809
H -1.675 -3.269 -1.728
S -0.838 -1.023 -1.634
C 0.619 -0.580 -0.838
N 1.622 -1.262 -0.853
C 2.707 -0.585 -0.166
C 3.872 -1.102 0.388
C 4.714 0.295 0.728
C 4.204 1.425 0.710
C 3.090 1.753 0.128
C 2.245 0.854 -0.366
N 0.951 0.668 -1.005
H 0.412 1.506 -1.097
H 2.727 2.692 -0.090
H 4.922 2.183 0.908
H 5.688 0.128 1.227
H 4.191 -1.938 0.345
H -0.870 -4.279 0.555
H 0.028 -2.786 0.686
```

Values from the calculation:
F_max   18.7 eV/A
Orbital gap   8.50 eV
Molecular weight   315.4 g/mol
HOMO   -0.2998 hartree

These are the Mulliken partial charges, in e, on atoms 1 to 8: O -0.57; C 0.30; N -0.18; C -1.03; C 0.28; C 0.01; C -0.34; C -0.19

=====

The following is a quantum chemistry calculation of an isolated molecule of C16H17N3O2S at a distorted geometry, from the OMol25 dataset.

Structure (XYZ):
```
39
Properties=species:S:1:pos:R:3
C -4.424 -1.713 -0.342
H -5.312 -1.573 -0.952
H -3.646 -2.169 -0.951
H -4.659 -2.390 0.475
C -3.960 -0.370 0.222
C -5.012 0.226 1.153
H -5.189 -0.450 1.986
H -4.664 1.177 1.548
H -5.942 0.382 0.615
H -3.767 0.337 -0.597
O -2.783 -0.525 1.006
C -1.575 -0.687 0.415
C -0.505 -0.893 1.291
C 0.777 -1.050 0.815
C 1.038 -0.996 -0.550
C -0.024 -0.801 -1.418
C -1.318 -0.650 -0.952
H -2.111 -0.500 -1.668
H 0.153 -0.774 -2.484
C 2.440 -1.163 -1.076
N 3.420 -0.535 -0.230
C 3.461 0.746 0.272
N 4.450 0.890 1.107
N 5.061 -0.311 1.157
C 4.459 -1.225 0.355
S 4.869 -2.795 0.128
H 5.867 -0.462 1.740
C 2.549 1.809 -0.062
C 1.726 2.024 -1.141
C 1.100 3.267 -0.912
C 1.585 3.715 0.281
O 2.459 2.847 0.796
H 1.386 4.605 0.844
H 0.391 3.755 -1.547
H 1.592 1.396 -1.995
H 2.717 -2.226 -1.098
H 2.522 -0.771 -2.095
H 1.583 -1.220 1.513
H -0.712 -0.928 2.349
```

Values from the calculation:
F_max   1.2 eV/A
Orbital gap   8.45 eV
Structure (SMILES)   CC(C)Oc1ccc(Cn2c(-c3ccco3)n[nH]c2=S)cc1
Molecular weight   315.4 g/mol
HOMO   -0.2854 hartree

These are the Mulliken partial charges, in e, on atoms 1 to 8: C -1.28; H 0.38; H 0.37; H 0.34; C 0.51; C -1.53; H 0.35; H 0.37

=====

The following is a quantum chemistry calculation of an isolated molecule of C16H17N3O5, from the OMol25 dataset.

Structure (XYZ):
```
41
Properties=species:S:1:pos:R:3
C -0.174 -1.575 -0.057
H -0.369 -2.297 0.734
H 0.203 -0.664 0.405
H 0.599 -1.978 -0.708
C -1.457 -1.312 -0.857
C -2.491 -0.683 0.050
C -3.580 -1.396 0.537
C -4.486 -0.835 1.419
C -4.317 0.468 1.852
C -3.245 1.201 1.381
C -2.348 0.639 0.482
N -1.257 1.454 0.066
C -1.020 1.849 -1.198
O -1.686 1.562 -2.165
C 0.262 2.702 -1.326
H 0.351 3.053 -2.355
H 0.236 3.544 -0.627
O 1.421 1.905 -1.082
C 1.819 1.749 0.178
O 1.275 2.246 1.135
C 3.026 0.878 0.273
C 3.648 0.690 1.457
C 4.825 -0.164 1.537
O 5.466 -0.401 2.530
N 5.181 -0.723 0.310
C 4.568 -0.559 -0.910
O 4.942 -1.087 -1.923
N 3.466 0.277 -0.870
H 2.974 0.438 -1.740
H 5.995 -1.329 0.314
H 3.292 1.166 2.354
H -0.722 1.885 0.812
H -3.096 2.221 1.704
H -5.014 0.912 2.546
H -5.320 -1.421 1.775
H -3.727 -2.418 0.228
C -1.922 -2.607 -1.520
H -1.181 -2.923 -2.251
H -2.866 -2.456 -2.037
H -2.035 -3.408 -0.792
H -1.237 -0.604 -1.659
```

Values from the calculation:
F_max   0.9 eV/A
Orbital gap   8.41 eV
Structure (SMILES)   CC(C)c1ccccc1NC(=O)COC(=O)c1cc(=O)[nH]c(=O)[nH]1
Molecular weight   331.3 g/mol
HOMO   -0.3383 hartree

These are the Mulliken partial charges, in e, on atoms 1 to 8: C -1.13; H 0.35; H 0.22; H 0.35; C 1.33; C 0.34; C -0.67; C -0.81